6
Properties=species:S:1:pos:R:3:lowdin_charge:R:1 method="wB97M-V/def2-TZVPD" gap_ev="7.3038 / 7.3193" smiles="O=S(=O)=C(Cl)Cl" charge=0 e_tot_ev=-41008.30811 lumo_energy_ev="-2.7058 / -2.6622" e_above_lowest_ev=2.466 e_homo_ev="-10.01 / -9.98"
C 0.9764 -0.0319 -0.4773 -1.1087
O -1.6962 -1.3135 0.0358 -0.3752
O -1.7545 1.1309 -0.0099 -0.4135
S -0.9734 -0.1175 0.3084 0.7482
Cl 1.5063 1.5937 -0.0375 0.5425
Cl 1.9414 -1.2618 0.1805 0.6067